13
Properties=species:S:1:pos:R:3:nbo_charge:R:1 method="wB97M-V/def2-TZVPD" smiles="C#C[C@H]1C=COC1" e_homo_ev=-8.73 relative_energy_kj_mol=281.28 mol_weight_g_mol=94.11 e_lumo_ev=0.983
C -1.0487 -0.2525 2.4514 -0.2587
C -0.3082 -0.1897 1.4998 0.0099
C 0.5920 -0.0438 0.3722 -0.3650
C 0.2594 1.2205 -0.4455 -0.0607
C -0.0778 -0.5068 -1.7820 0.1530
C 0.4002 -1.1134 -0.6769 -0.3131
H -1.7706 -0.4346 3.2589 0.2481
H 1.6250 -0.0803 0.7803 0.2381
H -0.6314 1.7352 -0.0215 0.2045
H 1.1557 1.9095 -0.4892 0.1944
H -0.5065 -0.9262 -2.6975 0.2046
H 0.4918 -2.1626 -0.5023 0.2319
O -0.1808 0.8447 -1.7478 -0.4868